6
Properties=species:S:1:pos:R:3 method="wB97M-V/def2-TZVPD" orbital_gap_ev=7.47 smiles="[H]/N=N/C([O-])=S" total_charge=-1 spin_multiplicity=1 relative_energy_kj_mol=0.0
S -1.311 -0.723 1.443
O -0.176 1.675 1.129
N 0.463 -0.325 -0.189
N 0.395 -0.173 -1.426
C -0.320 0.507 0.881
H 0.948 -0.960 -1.837

7
Properties=species:S:1:pos:R:3 method="wB97M-V/def2-TZVPD" orbital_gap_ev=11.68 smiles="O=c1[nH]nno1" spin_multiplicity=1 relative_energy_kj_mol=86.9
O -0.715 1.265 -1.384
O -0.525 0.919 0.909
N 0.280 -0.580 -0.403
N 0.564 -0.990 0.827
N 0.125 -0.189 1.660
C -0.381 0.648 -0.410
H 0.651 -1.073 -1.198

7
Properties=species:S:1:pos:R:3 method="wB97M-V/def2-TZVPD" orbital_gap_ev=11.80 smiles="N#[N+][O-].N=C=O" spin_multiplicity=1 relative_energy_kj_mol=142.2
O -4.020 -0.227 0.160
O -1.590 2.087 0.128
N -1.836 -0.607 -0.175
N 0.285 0.713 -0.132
N -2.919 -0.413 -0.054
C -0.687 1.359 0.129
H 0.337 -0.193 -0.549